{"formula": "C7H10S", "method": "wB97M-V/def2-TZVPD", "orbital_gap_ev": 9.33, "charge": 0, "lumo_ha": 0.0276, "smiles": "C=CC1(C=C)CSC1", "homo_ha": -0.3154, "relative_energy_ev": 3.938, "symbols": ["C", "C", "C", "C", "C", "C", "S", "C", "H", "H", "H", "H", "H", "H", "H", "H", "H", "H"], "positions_angstrom": [[-2.1117, 1.4577, -0.3603], [-1.2738, 1.0041, 0.4899], [-0.0864, 0.1392, 0.0417], [-0.3314, -1.3330, 0.0858], [0.5813, -2.2363, -0.1709], [0.7840, 0.6679, -1.1152], [2.3183, 0.9090, -0.1181], [1.3598, 0.3430, 1.2423], [-2.8488, 2.2241, -0.1545], [-2.2641, 1.0875, -1.3587], [-1.1154, 1.3496, 1.4215], [-1.3233, -1.8268, 0.3797], [0.5590, -3.3505, -0.1162], [1.7152, -2.0380, -0.4273], [0.9564, -0.2809, -1.7153], [0.3585, 1.5309, -1.6467], [1.0741, 0.9528, 2.0382], [1.6482, -0.6004, 1.4843]], "nbo_charge": [-0.37, -0.19, -0.04, -0.23, -0.40, -0.53, 0.18, -0.49, 0.20, 0.19, 0.20, 0.23, 0.21, 0.19, 0.23, 0.23, 0.20, 0.20]}

---

{"formula": "C30H75N6O13", "method": "wB97M-V/def2-TZVPD", "orbital_gap_ev": 8.05, "charge": -1, "lumo_ha": 0.0909, "homo_ha": -0.2051, "relative_energy_ev": 0.677, "symbols": ["N", "O", "O", "O", "C", "O", "C", "C", "N", "C", "C", "O", "C", "H", "H", "H", "H", "H", "H", "H", "H", "H", "H", "H", "H", "H", "H", "H", "C", "O", "C", "C", "N", "C", "C", "O", "C", "H", "H", "H", "H", "H", "H", "H", "H", "H", "H", "H", "H", "H", "H", "H", "C", "O", "C", "C", "N", "C", "C", "O", "C", "H", "H", "H", "H", "H", "H", "H", "H", "H", "H", "H", "H", "H", "H", "H", "C", "O", "C", "C", "N", "C", "C", "O", "C", "H", "H", "H", "H", "H", "H", "H", "H", "H", "H", "H", "H", "H", "H", "H", "C", "O", "C", "C", "N", "C", "C", "O", "C", "H", "H", "H", "H", "H", "H", "H", "H", "H", "H", "H", "H", "H", "H", "H"], "positions_angstrom": [[0.3465, -1.0273, 1.3983], [0.9844, -1.5470, 2.3734], [-0.9523, -0.8210, 1.5070], [0.9341, -0.7502, 0.2851], [3.5313, 0.3850, 2.7695], [3.0942, 1.3982, 1.9357], [3.3813, 2.5725, 2.5342], [3.0994, 3.7632, 1.6425], [3.8480, 3.7665, 0.3774], [3.7438, 5.0741, -0.3008], [4.4185, 5.0909, -1.6610], [3.8002, 4.1667, -2.4920], [4.0702, 4.3851, -3.8519], [2.9335, 0.2837, 3.6848], [4.5779, 0.5747, 3.0871], [3.5070, -0.5465, 2.2153], [4.4423, 2.5897, 2.8485], [2.7635, 2.7018, 3.4371], [3.3446, 4.6648, 2.2535], [2.0340, 3.8082, 1.4089], [4.8447, 3.6755, 0.6193], [4.1732, 5.9387, 0.2727], [2.6884, 5.3503, -0.4375], [5.4870, 4.8101, -1.5467], [4.3800, 6.1097, -2.0917], [5.1177, 4.1466, -4.1109], [3.8160, 5.4251, -4.1221], [3.4504, 3.7002, -4.4260], [-2.5649, -2.3848, 3.8505], [-1.4431, -2.5700, 4.6456], [-1.2952, -1.5793, 5.6234], [-0.4335, -0.3914, 5.2102], [-1.0697, 0.4601, 4.2406], [-0.3723, 1.7024, 4.0895], [-1.1243, 2.5616, 3.1051], [-0.3691, 3.7480, 2.9016], [-1.0441, 4.6781, 2.1513], [-2.4619, -1.4691, 3.2630], [-3.4499, -2.2989, 4.4921], [-2.6419, -3.1868, 3.1259], [-0.6968, -2.0647, 6.4089], [-2.2448, -1.2461, 6.0676], [0.5245, -0.7891, 4.8449], [-0.3114, 0.1908, 6.1387], [-1.0458, -0.0203, 3.3302], [0.6525, 1.5931, 3.6796], [-0.3132, 2.2080, 5.0608], [-2.1430, 2.7423, 3.4915], [-1.1892, 1.9865, 2.1605], [-2.0224, 4.8940, 2.5853], [-1.1122, 4.3473, 1.1096], [-0.4297, 5.5789, 2.1895], [4.6210, 3.1210, -7.3615], [4.2741, 2.1984, -6.3445], [3.7238, 1.0198, -6.8177], [3.5356, 0.1310, -5.6660], [2.6357, 0.7143, -4.6525], [1.3443, 1.1151, -5.1785], [0.4701, 1.6110, -4.0592], [1.1083, 2.6365, -3.4432], [0.3094, 3.2367, -2.4221], [4.9774, 4.0350, -6.8748], [3.7561, 3.3915, -7.9937], [5.4632, 2.7647, -7.9859], [4.3077, 0.5447, -7.6238], [2.7373, 1.2395, -7.2724], [4.5150, -0.0687, -5.2153], [3.1678, -0.8662, -6.0052], [2.5257, 0.0034, -3.9346], [0.7928, 0.2297, -5.5836], [1.3876, 1.9390, -5.8855], [0.2252, 0.8128, -3.3478], [-0.4909, 1.9727, -4.4780], [0.9503, 3.9039, -1.8569], [-0.1159, 2.4797, -1.7327], [-0.5402, 3.8382, -2.8315], [-4.2720, 0.2776, 1.8867], [-4.3912, 1.0699, 0.7725], [-3.3340, 0.9640, -0.1161], [-3.2193, -0.3016, -0.8750], [-4.2932, -0.4878, -1.8909], [-5.5975, -0.4203, -1.3226], [-6.6256, -0.7981, -2.3454], [-6.5856, -2.2223, -2.5027], [-7.5452, -2.6493, -3.3386], [-3.8901, -0.7188, 1.6665], [-5.2738, 0.2004, 2.3236], [-3.6615, 0.7512, 2.6711], [-2.4206, 1.2080, 0.4272], [-3.5327, 1.7728, -0.8256], [-3.1569, -1.1643, -0.1847], [-2.2343, -0.2511, -1.3511], [-4.1895, -1.4677, -2.1693], [-5.8136, 0.5659, -0.9192], [-5.6974, -1.0970, -0.4505], [-6.3561, -0.3511, -3.3175], [-7.6232, -0.4533, -2.0294], [-7.6208, -3.7323, -3.2605], [-7.3075, -2.3991, -4.3840], [-8.5236, -2.2203, -3.0781], [-0.3624, -3.3335, -1.3589], [-0.2170, -4.1134, -0.1978], [-1.3949, -4.1252, 0.5607], [-1.2061, -5.0525, 1.7349], [-0.1262, -4.5642, 2.6155], [-0.0391, -5.4259, 3.7933], [0.7578, -6.6674, 3.5630], [2.0333, -6.3207, 3.0914], [2.9983, -7.2979, 3.3334], [0.5969, -3.2680, -1.8657], [-0.7162, -2.3223, -1.1103], [-1.0812, -3.8038, -2.0692], [-2.2510, -4.4895, -0.0579], [-1.6572, -3.1009, 0.8799], [-0.9529, -6.0448, 1.3564], [-2.1554, -5.1419, 2.3080], [-0.4167, -3.6536, 2.9821], [-1.0205, -5.7868, 4.1817], [0.4332, -4.8112, 4.5644], [0.2740, -7.2869, 2.7918], [0.8929, -7.2196, 4.5068], [3.0685, -7.5314, 4.4152], [3.9584, -6.8816, 3.0342], [2.8091, -8.2159, 2.7520]], "mulliken_charge": [0.48, -0.58, 0.20, -0.61, -0.83, -0.12, -0.67, -0.52, -0.04, -0.81, -0.62, -0.09, -0.61, 0.27, 0.41, 0.19, 0.34, 0.30, 0.29, 0.24, 0.22, 0.45, 0.31, 0.29, 0.37, 0.28, 0.38, -0.06, -0.08, -0.16, -1.03, -0.19, 0.14, -0.33, -0.06, -0.33, -0.75, -0.32, 0.45, 0.06, 0.41, 0.34, 0.07, 0.49, -0.50, -0.06, 0.51, 0.36, -0.22, 0.39, 0.21, 0.25, -0.86, -0.14, -0.55, -0.83, -0.06, -0.52, -0.72, -0.15, -0.29, 0.22, 0.34, 0.33, 0.44, 0.31, 0.34, 0.39, 0.17, 0.25, 0.32, 0.31, 0.38, -0.18, 0.18, 0.34, -0.46, -0.48, 0.32, 0.00, -0.42, -0.43, -0.74, -0.24, -0.75, 0.16, 0.39, 0.04, -0.53, 0.47, -0.07, 0.20, 0.31, 0.44, 0.19, 0.34, 0.46, 0.23, 0.29, 0.30, -0.40, -0.38, 0.46, -1.01, 0.07, -0.45, -0.66, -0.16, -0.82, 0.21, -0.04, 0.33, 0.48, -0.51, 0.45, 0.33, -0.24, 0.29, 0.30, 0.26, 0.49, 0.32, 0.23, 0.29]}

---

{"formula": "C7H12F2O3S", "method": "wB97M-V/def2-TZVPD", "orbital_gap_ev": 9.44, "charge": 0, "lumo_ha": 0.0115, "smiles": "CCC/C(OCC)=C(/F)S(=O)(=O)F", "homo_ha": -0.3354, "symbols": ["C", "C", "C", "C", "O", "C", "C", "C", "F", "S", "O", "O", "F", "H", "H", "H", "H", "H", "H", "H", "H", "H", "H", "H", "H"], "positions_angstrom": [[-2.1598, 1.7941, -0.8689], [-1.5734, 0.4052, -0.6570], [-0.1562, 0.5071, -0.0569], [0.3110, -0.8187, 0.4476], [1.0146, -1.7070, -0.2315], [1.5440, -1.3509, -1.5072], [2.8005, -0.4911, -1.3907], [-0.2340, -1.1914, 1.7622], [0.1122, -2.3537, 2.3395], [-0.8476, -0.0599, 2.9415], [-1.8032, 0.8509, 2.4101], [-1.0726, -0.6962, 4.1827], [0.5212, 0.8624, 3.1286], [-2.2485, 2.2933, 0.0919], [-1.5297, 2.3927, -1.5222], [-3.1494, 1.7217, -1.3110], [-1.5426, -0.1430, -1.6011], [-2.2075, -0.1419, 0.0408], [0.5195, 0.9200, -0.8054], [-0.2018, 1.1975, 0.7831], [1.7845, -2.3079, -1.9759], [0.7792, -0.8507, -2.1098], [3.6347, -1.0836, -1.0248], [3.0572, -0.0844, -2.3656], [2.6476, 0.3358, -0.7001]], "nbo_charge": [-0.61, -0.38, -0.51, 0.43, -0.46, -0.07, -0.64, -0.11, -0.31, 2.35, -0.90, -0.86, -0.52, 0.22, 0.20, 0.22, 0.19, 0.22, 0.22, 0.26, 0.21, 0.18, 0.22, 0.22, 0.22]}

---

Number 1: strongest force on any atom 5.08 eV/Å, total energy -18252.2772 eV. Number 2: strongest force on any atom 3.24 eV/Å, total energy -67875.4245 eV. Number 3: strongest force on any atom 4.98 eV/Å, total energy -29864.3710 eV.